[1]
One molecule with the formula C2H4N2O2 in a non-equilibrium geometry, computed with wB97M-V/def2-TZVPD.

Calculated values
* orbital gap: 10.105 eV
* calculated total energy: -9210.0045 eV
* E_HOMO: -9.506 eV
* ΔE to the lowest compared entry with this formula, charge and spin: 120.34 kcal per mole
* SMILES: [H]/N=C1\NOCO1
* total charge: 0
* max |F|: 0.08499 Eh/bohr
* E_LUMO: 0.60 eV

Last column: Löwdin charge in e.
CARTESIAN COORDINATES (ANGSTROEM)
C (0.91678, -0.00086, -0.27181)  -0.476
C (-1.30586, -0.71700, 0.06071)  -0.154
H (2.92816, 0.34154, -0.00447)  0.088
H (0.43598, 1.90900, 0.62808)  0.221
H (-1.96583, -1.00461, 1.00320)  0.160
H (-1.87010, -1.08764, -0.79484)  0.110
N (2.08218, -0.26479, 0.00792)  0.163
N (0.10607, 1.15854, -0.20213)  0.033
O (-1.33595, 0.78612, -0.19017)  -0.123
O (0.00857, -1.12030, -0.23650)  -0.024



[2]
C31H37AuN4O2S as an isolated structure in a non-equilibrium geometry, computed with wB97M-V/def2-TZVPD.

Calculated values
* orbital gap (alpha / beta): 6.073 / 6.156 eV
* calculated total energy: -57326.2474 eV
* E_HOMO (alpha / beta): -7.175 / -7.189 eV
* ΔE to the lowest compared entry with this formula, charge and spin: 75.56 kcal per mole
* total charge: 0
* max |F|: 0.05926 Eh/bohr
* E_LUMO (alpha / beta): -1.10 / -1.03 eV

Last column: Löwdin charge in e.
CARTESIAN COORDINATES (ANGSTROEM)
Au (0.01220, -0.05560, -0.09560)  0.956
O (2.04010, 0.25590, -2.12260)  -0.377
S (2.99840, -0.12180, -1.09740)  0.586
O (3.74790, -1.32830, -1.31810)  -0.299
N (2.10500, -0.19100, 0.24520)  -0.248
C (2.56060, -0.14970, 1.50660)  -0.283
C (3.88650, 0.00160, 1.89810)  -0.021
C (4.21370, 0.21680, 3.23320)  -0.073
C (3.25310, 0.25870, 4.21690)  -0.059
C (1.91400, -0.00920, 3.88980)  -0.161
C (0.86530, -0.07050, 4.83270)  -0.006
C (-0.40250, -0.41240, 4.43400)  -0.051
C (-0.63670, -0.65550, 3.07710)  -0.150
N (0.30700, -0.53620, 2.17640)  0.022
C (1.56570, -0.23430, 2.53200)  -0.171
C (4.17380, 1.24550, -1.04360)  -0.276
C (3.82180, 2.48390, -0.54140)  -0.066
C (4.65030, 3.57130, -0.76700)  -0.072
C (5.82940, 3.40910, -1.47690)  -0.084
C (6.20460, 2.15190, -1.92810)  -0.071
C (5.37110, 1.06450, -1.71150)  -0.059
H (4.66110, -0.03100, 1.14810)  0.102
H (5.24880, 0.37770, 3.49540)  0.106
H (3.50700, 0.49320, 5.23930)  0.104
H (1.08460, 0.13600, 5.86950)  0.115
H (-1.21270, -0.50800, 5.14090)  0.102
H (-1.60980, -0.95810, 2.71540)  0.106
H (2.90320, 2.59710, 0.01030)  0.090
H (4.36310, 4.55180, -0.41020)  0.100
H (6.45770, 4.26440, -1.68480)  0.102
H (7.13350, 2.01990, -2.46640)  0.105
H (5.62120, 0.07620, -2.06590)  0.112
C (-4.26350, 0.85960, -0.68070)  -0.044
C (-2.75260, 1.10810, -0.80190)  -0.574
C (-2.34790, 1.30870, -2.28420)  -0.031
C (-1.97460, -0.08060, -0.33920)  -0.021
C (-2.33780, 2.35290, -0.00230)  -0.199
C (-2.74240, 3.65030, -0.49990)  -0.040
C (-2.60260, 4.85640, 0.06070)  -0.048
C (-1.86800, 5.20160, 1.32100)  -0.309
C (-0.74600, 3.01320, 1.91060)  -0.129
C (-1.65180, 2.13550, 1.12940)  -0.078
H (-4.55740, 0.00020, -1.27890)  0.082
H (-4.83320, 1.72110, -1.02290)  0.081
H (-4.52400, 0.66230, 0.35840)  0.088
H (-2.59660, 0.41320, -2.84920)  0.090
H (-1.27040, 1.44910, -2.34110)  0.067
H (-2.85210, 2.15280, -2.74850)  0.081
H (-2.53200, -0.99750, -0.20210)  0.053
H (-3.32530, 3.63210, -1.41310)  0.103
H (-3.07700, 5.69820, -0.43020)  0.111
H (-1.61890, 6.26670, 1.30470)  0.117
H (-1.09450, 3.07020, 2.94550)  0.117
H (-1.66550, 1.12000, 1.50220)  0.063
C (-0.11540, 6.87840, -0.91130)  -0.068
C (0.72880, 5.93320, -0.05310)  -0.204
N (0.19390, 4.59560, 0.15440)  -0.043
C (-0.52780, 4.43270, 1.41480)  -0.240
C (-2.77800, 4.99610, 2.53720)  -0.048
C (0.52270, 3.62910, -0.74870)  -0.415
C (0.71610, 4.06980, -2.18730)  0.004
N (0.69520, 2.39400, -0.44880)  0.086
H (0.46730, 7.76440, -1.14880)  0.078
H (-1.00790, 7.20130, -0.38770)  0.054
H (-0.41800, 6.40550, -1.83850)  0.061
H (0.87220, 6.39190, 0.93080)  0.122
H (1.72320, 5.83390, -0.49860)  0.107
H (0.08020, 4.92960, 2.18890)  0.148
H (0.21630, 2.49370, 1.93030)  0.112
H (-3.57620, 5.73320, 2.49350)  0.082
H (-2.23430, 5.12520, 3.47290)  0.085
H (-3.22820, 4.00950, 2.52460)  0.080
H (1.34960, 4.94050, -2.32070)  0.071
H (-0.26430, 4.29000, -2.60940)  0.082
H (1.15450, 3.24620, -2.74780)  0.086
H (1.02470, 1.86530, -1.25370)  -0.002